# 1
{"formula": "C5H8P2", "method": "ωB97M-V/def2-TZVPD", "elements": ["C", "C", "C", "C", "C", "P", "P", "H", "H", "H", "H", "H", "H", "H", "H"], "coordinates": [[-1.66814, -0.57739, 0.95584], [-0.44982, -0.97751, 0.53850], [-2.23122, 0.70680, 0.51097], [0.17433, 0.15529, -0.22585], [0.99568, -0.38178, -1.43766], [-1.03996, 1.53760, -0.49542], [1.61139, 0.88622, 0.94074], [-2.21891, -1.23499, 1.64157], [0.09104, -1.88659, 0.60921], [-3.16914, 1.06351, 0.73138], [0.94556, -1.58813, -1.34286], [2.07460, -0.05658, -1.49347], [0.59974, -0.04040, -2.40132], [0.81274, 0.50082, 2.08733], [1.05090, 2.20533, 0.85077]], "forces_ev_per_angstrom": [[-1.21, -1.18, 1.03], [-0.91, 3.28, -0.92], [4.98, -0.63, -1.92], [2.05, -0.53, -0.36], [0.37, -1.92, -0.40], [-1.43, -1.49, 1.49], [-2.10, -0.07, 0.16], [-0.15, 0.31, -0.37], [0.04, -0.75, 0.56], [-1.95, 0.64, 0.66], [0.40, 2.88, -0.73], [-1.06, -0.47, 0.43], [-0.27, -0.50, 0.14], [0.66, 0.58, -0.16], [0.57, -0.18, 0.39]], "lowdin_charge": [-0.23, -0.21, -0.33, -0.95, -0.20, 0.93, 0.83, 0.09, 0.09, 0.00, 0.11, 0.04, 0.04, -0.09, -0.16], "smiles": "C[C@]1(P)C=CC=P1", "homo_lumo_gap_ev": 7.92, "e_homo_ev": -8.201}


# 2
{"formula": "C5H11N3OP", "method": "ωB97M-V/def2-TZVPD", "elements": ["C", "C", "C", "C", "C", "N", "N", "N", "O", "P", "H", "H", "H", "H", "H", "H", "H", "H", "H", "H", "H"], "coordinates": [[0.25429, 0.12260, 0.02683], [-1.83541, -0.59977, 0.19384], [-1.82710, 0.90679, 0.11703], [-0.14018, -2.31849, 0.58980], [-0.15207, 2.42279, -0.88872], [-0.42503, -0.99663, 0.26595], [-0.41150, 1.28245, 0.00675], [2.60407, -0.21317, -0.04402], [4.99915, -0.50247, 0.24824], [3.77498, -1.22748, 0.56785], [-2.32787, -0.82638, 1.06655], [-2.32257, -1.09732, -0.63274], [-2.26957, 1.34763, -0.72010], [-2.24276, 1.51889, 0.98784], [-0.16060, -2.61205, 1.72481], [-0.76566, -2.99838, 0.06594], [0.79516, -2.63093, 0.32234], [0.99701, 2.52179, -1.12931], [-0.57613, 3.26531, -0.33096], [-0.74234, 2.03978, -1.82300], [2.77410, 0.59504, -0.61491]], "forces_ev_per_angstrom": [[2.91, -1.39, 0.79], [-0.18, 0.50, -0.97], [0.00, 1.92, 2.03], [-0.19, -1.85, 3.27], [1.12, -1.44, -1.32], [-0.35, 3.81, -0.71], [1.90, -2.49, -0.22], [-3.93, 0.94, -0.25], [0.43, 0.31, -0.33], [-0.37, -0.80, 0.69], [-1.03, -1.17, 2.07], [-0.11, -0.06, -0.29], [-1.12, 0.15, -1.52], [0.30, -1.40, -0.78], [-0.46, 1.05, -1.86], [-1.05, -0.32, -0.40], [2.81, -0.20, -0.95], [-2.49, -0.03, 0.61], [0.24, 0.19, -0.89], [1.21, 1.81, 1.20], [0.36, 0.47, -0.18]], "lowdin_charge": [0.07, -0.07, -0.09, -0.04, 0.00, -0.09, -0.13, -0.14, -0.42, 0.71, 0.11, 0.15, 0.10, 0.17, 0.16, 0.10, 0.04, 0.13, 0.10, 0.14, -0.01], "homo_lumo_gap_ev": 7.23, "total_charge": 1, "e_homo_ev": -13.736}


# 3
{"formula": "C33H36F3N7O4RuS", "method": "ωB97M-V/def2-TZVPD", "elements": ["Ru", "O", "C", "O", "C", "C", "C", "C", "C", "N", "H", "H", "H", "H", "F", "C", "F", "F", "C", "C", "C", "C", "N", "C", "S", "H", "H", "H", "C", "C", "C", "C", "N", "N", "H", "H", "H", "H", "H", "H", "H", "H", "H", "H", "H", "H", "C", "O", "C", "C", "C", "C", "C", "C", "N", "C", "C", "C", "C", "C", "C", "C", "O", "H", "H", "H", "H", "H", "H", "H", "H", "H", "H", "H", "H", "H", "N", "C", "C", "C", "N", "H", "H", "H", "H"], "coordinates": [[-0.41724, 0.44755, -0.61526], [-2.82414, 2.00875, 2.34094], [-2.48694, 1.77545, 1.19564], [-1.46244, 2.19225, 0.57824], [-3.43064, 0.91445, 0.31774], [-4.75434, 0.69765, 0.67604], [-5.54984, -0.05985, -0.16866], [-4.99674, -0.55925, -1.33976], [-3.66104, -0.29955, -1.61276], [-2.90274, 0.41815, -0.79616], [-5.11994, 1.13065, 1.59424], [-6.58674, -0.24465, 0.07264], [-5.57634, -1.14415, -2.03686], [-3.18924, -0.67205, -2.51406], [-1.65054, -4.88775, -1.35576], [-2.74614, -4.32835, -0.82966], [-3.51624, -5.32765, -0.38326], [-3.42234, -3.74985, -1.84156], [-2.42124, -3.33425, 0.24844], [-2.96424, -3.42685, 1.51754], [-2.65734, -2.44545, 2.44974], [-1.81924, -1.40475, 2.07934], [-1.29684, -1.32045, 0.87064], [-1.58134, -2.24755, -0.05506], [-0.87794, -1.95275, -1.59706], [-3.62564, -4.24045, 1.77584], [-3.07974, -2.48425, 3.43754], [-1.56254, -0.60495, 2.76134], [2.50606, -0.27315, -4.70076], [2.76046, -1.37695, -3.67576], [4.21556, -1.31595, -3.19386], [2.42326, -2.73525, -4.28956], [1.81616, -1.20575, -2.57156], [1.77686, 0.00745, -1.87326], [3.05326, -0.48395, -5.61246], [2.83296, 0.70235, -4.34316], [1.44646, -0.24605, -4.93426], [4.88886, -1.44895, -4.03396], [4.43096, -2.09355, -2.46596], [4.44106, -0.35075, -2.74256], [3.03956, -2.92275, -5.16336], [1.37916, -2.74025, -4.58896], [2.57496, -3.54045, -3.57496], [1.82846, -1.98465, -1.92146], [1.84286, 0.77125, -2.54746], [2.53346, 0.10825, -1.18446], [0.25986, -2.44235, 5.41674], [1.01016, -1.49535, 4.68644], [0.47256, -0.26185, 4.47684], [-0.79804, 0.14055, 4.86364], [-1.21314, 1.44225, 4.63194], [-0.36844, 2.35565, 4.02054], [0.88716, 1.96395, 3.60424], [1.31706, 0.65785, 3.81944], [2.60866, 0.21395, 3.55224], [3.51946, 0.67195, 2.71514], [3.32376, 1.48835, 1.59264], [4.42406, 2.20465, 1.05984], [4.29406, 3.02205, -0.02526], [3.03206, 3.18425, -0.63046], [1.95746, 2.47335, -0.18616], [2.06026, 1.52645, 0.87994], [1.12856, 0.71105, 1.12874], [-0.08344, -2.02775, 6.36834], [0.93526, -3.27295, 5.61224], [-0.59254, -2.79765, 4.83074], [-1.47474, -0.55275, 5.33834], [-2.19794, 1.74985, 4.94264], [-0.70134, 3.36855, 3.86744], [1.55926, 2.67705, 3.15304], [2.85616, -0.57595, 4.14224], [4.53936, 0.38455, 2.95194], [5.37566, 2.11055, 1.56334], [5.14136, 3.57405, -0.39966], [2.92666, 3.87925, -1.45196], [0.96106, 2.59205, -0.61296], [-1.55064, 2.95185, -2.10346], [-1.85834, 3.76625, -3.12146], [-1.12154, 3.34595, -4.21006], [-0.38444, 2.25665, -3.74136], [-0.65504, 2.02775, -2.46286], [-1.83904, 2.98145, -1.12316], [-2.56474, 4.56515, -3.01036], [-1.11134, 3.75625, -5.19876], [0.31406, 1.66215, -4.29296]], "forces_ev_per_angstrom": [[-3.19, -2.19, -1.01], [-0.13, 0.05, -0.12], [-1.39, -0.60, 0.22], [1.70, -0.11, -1.01], [0.12, 0.36, 0.62], [0.22, 0.03, -0.17], [0.11, 0.05, -0.07], [0.18, 0.11, 0.05], [-0.27, -0.22, -0.52], [1.44, 0.11, 0.36], [0.01, 0.00, 0.07], [-0.05, -0.04, 0.01], [-0.03, -0.03, -0.04], [-0.04, -0.04, 0.10], [0.20, 0.03, -0.04], [-0.31, -0.16, -0.06], [-0.06, -0.01, 0.23], [0.01, 0.09, -0.05], [0.12, 0.18, 0.00], [0.20, 0.14, -0.16], [0.14, 0.11, -0.11], [-0.27, 0.03, 0.62], [0.89, 0.87, -1.47], [-0.33, -0.35, 0.29], [0.92, 2.04, 0.29], [-0.02, -0.08, -0.05], [-0.02, 0.06, 0.21], [-0.07, -0.01, -0.03], [0.01, -0.25, 0.14], [0.52, 0.22, 0.22], [-0.16, -0.02, -0.23], [-0.02, 0.33, 0.13], [-0.71, -0.70, -0.39], [-0.30, 0.44, 1.21], [0.12, 0.02, -0.15], [0.04, 0.14, 0.00], [-0.20, 0.05, -0.12], [0.20, -0.01, -0.12], [-0.03, -0.16, 0.11], [0.01, 0.12, 0.05], [0.12, -0.05, -0.06], [-0.13, -0.05, -0.07], [0.07, -0.12, 0.10], [-0.05, 0.23, -0.03], [-0.08, -0.14, 0.36], [-0.07, 0.13, -0.43], [-0.12, -0.22, 0.22], [0.22, 0.27, -0.24], [0.26, 0.42, -0.28], [0.07, -0.08, 0.14], [0.24, 0.08, 0.09], [-0.04, -0.05, 0.10], [0.11, -0.26, 0.27], [-1.19, 0.05, 0.47], [0.78, -0.41, -0.16], [-0.16, -0.01, 0.11], [-0.62, 0.03, -0.23], [0.08, 0.14, -0.14], [0.38, -0.02, 0.20], [-0.14, -0.14, 0.15], [-0.32, 0.21, 0.04], [0.80, 0.33, -0.11], [-0.68, -0.36, -0.76], [0.00, -0.03, -0.06], [-0.08, 0.02, -0.03], [0.00, 0.04, 0.05], [0.00, -0.09, 0.10], [-0.11, 0.00, -0.04], [-0.02, 0.07, -0.10], [0.01, 0.07, -0.07], [0.24, 0.20, -0.01], [-0.04, -0.15, 0.01], [0.15, 0.03, 0.00], [0.09, 0.02, 0.00], [-0.06, 0.05, -0.05], [0.40, 0.17, 0.00], [-0.18, 0.32, 0.08], [0.17, -0.17, -0.11], [-0.06, -0.01, 0.20], [-0.04, 0.06, -0.09], [0.26, -1.01, 1.53], [0.10, -0.12, -0.03], [-0.09, 0.12, 0.06], [-0.03, 0.09, -0.14], [0.16, -0.29, -0.01]], "lowdin_charge": [1.24, 0.07, -0.62, -0.13, -0.19, 0.02, -0.03, -0.03, -0.15, 0.04, 0.12, 0.12, 0.11, 0.09, 0.14, -0.62, 0.15, 0.13, -0.11, 0.03, -0.03, -0.10, 0.00, -0.67, 0.79, 0.13, 0.11, 0.10, -0.05, -0.63, -0.04, -0.03, -0.14, 0.00, 0.09, 0.08, 0.08, 0.09, 0.08, 0.07, 0.09, 0.09, 0.09, 0.09, 0.07, 0.09, -0.06, -0.09, -0.22, -0.04, -0.07, -0.06, 0.00, -0.17, 0.14, 0.02, -0.15, -0.04, -0.09, -0.06, -0.06, -0.41, -0.11, 0.10, 0.10, 0.09, 0.11, 0.11, 0.12, 0.13, 0.17, 0.15, 0.12, 0.10, 0.11, 0.07, 0.00, -0.06, -0.04, -0.13, -0.05, 0.12, 0.13, 0.10, 0.09], "homo_lumo_gap_ev": [5.96, 6.67], "multiplicity": 2, "total_charge": 1, "e_homo_ev": [-10.376, -10.353]}


# 4
{"formula": "C9H10N2O2S", "method": "ωB97M-V/def2-TZVPD", "elements": ["C", "C", "O", "C", "O", "C", "C", "C", "C", "C", "N", "S", "N", "C", "H", "H", "H", "H", "H", "H", "H", "H", "H", "H"], "coordinates": [[3.20128, -0.13403, 0.61960], [1.63267, -0.07612, 0.41246], [1.11115, 0.57554, 1.56170], [1.17862, -1.54321, 0.26836], [-0.24165, -1.76618, 0.18516], [-0.95077, -0.72911, -0.37387], [-0.82436, -0.36551, -1.68838], [-1.60242, 0.76098, -2.20876], [-2.42642, 1.47535, -1.38413], [-2.58181, 1.13679, 0.00503], [-3.32119, 1.70916, 0.97416], [-3.02926, 0.85234, 2.32755], [-1.99003, -0.31545, 1.81403], [-1.83394, 0.00471, 0.52203], [3.56680, 0.88737, 0.40967], [3.39573, -0.37298, 1.67746], [3.66390, -0.87343, -0.06282], [1.49364, 0.52722, -0.50072], [0.91652, -0.06883, 2.25481], [1.55429, -2.11288, 1.14438], [1.68457, -1.99009, -0.61279], [-0.12971, -0.94286, -2.30855], [-1.48266, 1.02737, -3.26348], [-2.98496, 2.33384, -1.77291]], "forces_ev_per_angstrom": [[-0.88, 0.27, -0.42], [2.14, -0.94, 0.66], [-0.59, 0.23, -0.55], [0.27, 0.12, -0.24], [0.24, 0.47, 0.04], [-0.11, 0.20, -0.02], [-0.63, 0.36, 0.40], [0.49, -0.69, 0.80], [-0.44, 0.64, -0.32], [0.69, -1.06, 0.59], [0.63, -0.68, 0.00], [0.03, -0.18, -0.27], [-1.01, 1.89, -0.68], [0.63, -0.77, -1.07], [0.15, -0.61, 0.15], [0.07, -0.05, -0.49], [-0.02, 0.47, 0.39], [-0.61, -0.19, 0.62], [-0.01, -0.02, -0.25], [-0.43, 0.29, -0.33], [-0.31, 0.30, 0.27], [-0.36, 0.36, 0.08], [-0.14, -0.03, 0.47], [0.21, -0.36, 0.16]], "lowdin_charge": [-0.05, -0.40, -0.03, -0.14, -0.05, -0.25, 0.00, -0.06, -0.04, -0.34, -0.23, 0.99, -0.19, -0.31, 0.08, 0.08, 0.08, 0.14, 0.10, 0.14, 0.13, 0.13, 0.11, 0.11], "homo_lumo_gap_ev": 8.28, "e_homo_ev": -8.802}


Q: Which relative energy (zero: lowest compared OMol25 entry of this formula, charge and spin) values were calculated for the entries above? A: 107.0, 481.3, 386.6, 193.2, in kJ/mol.
Q: Which strongest force on any atom values were calculated for the entries above? A: 0.1045, 0.0787, 0.0778, 0.0473, in hartree/bohr.